1.
9
Properties=species:S:1:pos:R:3 method="wB97M-V/def2-TZVPD" e_above_lowest_kj_mol=376.0 total_energy_ha=-743.103515 e_homo_ev="-3.04 / -3.17" orbital_gap_ha="0.254 / 0.268" charge=-1
C 0.95 -0.65 0.09
N -1.06 -0.36 -0.84
O -2.87 1.45 0.03
O -2.94 -0.94 0.68
F 1.69 0.38 -0.43
S -2.63 0.00 -0.33
H 0.69 -0.36 1.11
H 1.46 -1.59 -0.11
H -0.91 0.02 -1.78


2.
15
Properties=species:S:1:pos:R:3 method="wB97M-V/def2-TZVPD" e_above_lowest_kj_mol=151.9 total_energy_ha=-987.203477 e_homo_ev=-13.52 orbital_gap_ha=0.346 charge=+1
C -0.23 0.33 -1.32
C -0.08 -0.73 -0.31
N -1.01 -1.59 -0.05
N -0.50 0.86 1.45
S 2.58 0.61 0.02
S 1.50 -1.09 0.29
H -1.24 0.47 -1.64
H -0.06 1.31 -1.14
H 0.16 -0.13 -2.24
H -1.86 -1.23 -0.30
H -0.97 -2.16 0.84
H -1.22 0.47 2.05
H 0.22 1.17 2.21
H -0.83 1.63 0.99
H 3.55 0.09 -0.87


3.
70
Properties=species:S:1:pos:R:3 method="wB97M-V/def2-TZVPD" e_above_lowest_kj_mol=889.9 total_energy_ha=-1470.842332 smiles=c1cc[nH]c1.c1cc[nH]c1.c1cc[nH]c1.c1cc[nH]c1.c1cc[nH]c1.c1cc[nH]c1.c1cc[nH]c1 e_homo_ev=-7.99 orbital_gap_ha=0.302 charge=0
N -39.14 -26.11 -5.42
C -39.04 -27.30 -4.86
C -40.11 -28.02 -5.40
C -40.64 -27.12 -6.59
C -40.02 -25.93 -6.43
H -38.52 -25.44 -5.26
H -38.31 -27.77 -4.11
H -40.69 -28.98 -5.12
H -41.30 -27.32 -7.40
H -40.13 -24.98 -7.05
N -38.88 -26.09 -12.60
C -40.09 -25.71 -12.58
C -40.68 -25.53 -11.24
C -39.30 -25.68 -10.51
C -38.35 -26.04 -11.41
H -38.42 -26.55 -13.45
H -40.72 -25.84 -13.49
H -41.62 -25.25 -10.90
H -39.12 -25.69 -9.55
H -37.32 -26.51 -11.21
N -34.79 -27.85 -5.56
C -33.59 -27.56 -5.16
C -33.50 -27.80 -3.85
C -34.86 -28.47 -3.38
C -35.52 -28.53 -4.59
H -35.23 -27.66 -6.40
H -32.94 -27.27 -5.93
H -32.73 -27.51 -3.01
H -35.05 -28.77 -2.48
H -36.56 -28.77 -4.87
N -30.01 -25.17 -11.01
C -29.78 -24.10 -10.28
C -31.00 -23.88 -9.59
C -31.94 -24.94 -10.10
C -31.34 -25.67 -11.10
H -29.20 -25.48 -11.47
H -28.82 -23.57 -9.84
H -31.17 -23.25 -8.72
H -32.88 -25.24 -9.72
H -31.54 -26.64 -11.50
N -33.74 -31.15 -9.10
C -33.70 -31.02 -7.73
C -34.93 -31.18 -7.28
C -35.74 -31.54 -8.42
C -35.01 -31.46 -9.46
H -33.05 -30.97 -9.89
H -32.70 -30.78 -7.14
H -35.44 -31.21 -6.26
H -36.71 -32.11 -8.47
H -35.12 -31.66 -10.59
N -36.12 -25.12 -4.73
C -36.75 -24.94 -3.54
C -37.66 -24.03 -3.72
C -37.53 -23.45 -5.14
C -36.55 -24.30 -5.77
H -35.42 -25.97 -4.89
H -36.51 -25.84 -2.82
H -38.30 -23.74 -2.86
H -38.05 -22.67 -5.61
H -36.33 -24.33 -6.80
N -35.16 -28.43 -8.52
C -36.51 -27.97 -8.27
C -36.49 -26.63 -8.18
C -35.09 -26.18 -8.34
C -34.37 -27.33 -8.74
H -34.90 -29.45 -8.44
H -37.28 -28.79 -8.08
H -37.42 -26.06 -7.88
H -34.74 -25.23 -8.12
H -33.48 -27.64 -9.21